[1]
{"formula": "C3H8NO2", "method": "ωB97M-V/def2-TZVPD", "relative_energy_kj_mol": 294.0, "total_charge": 1, "energy_ha": -324.015292, "lumo_ev": -3.34, "species": ["C", "C", "C", "N", "O", "O", "H", "H", "H", "H", "H", "H", "H", "H"], "positions_angstrom": [[-0.067320, 0.603308, -0.444446], [-1.010478, -0.102339, 0.547192], [1.491903, 0.703670, -0.050371], [-0.537796, -0.796455, -0.738510], [-2.268048, 0.266096, 0.457926], [1.799145, -0.415276, 0.794178], [-0.458054, 1.367019, -1.141364], [-0.511883, -0.778586, 1.291852], [1.705848, 1.629145, 0.403708], [2.075942, 0.452374, -0.869318], [-1.307390, -0.823417, -1.506346], [0.070574, -1.545311, -0.979672], [-2.910175, -0.504936, 0.578716], [1.927736, -0.055297, 1.656458]], "forces_ev_per_a": [[1.15, -0.45, 1.44], [2.92, -0.97, -1.11], [-2.84, -2.66, 0.51], [-2.56, 1.20, -4.02], [-2.43, -1.21, 0.54], [-0.54, 0.44, -0.50], [0.02, -0.55, 0.66], [-0.96, 1.42, 0.22], [0.22, 1.19, 0.31], [0.92, 0.56, -2.10], [1.52, 0.38, 1.75], [1.21, -0.79, 0.91], [1.12, 1.46, 0.17], [0.27, -0.02, 1.21]], "mulliken_charge": [0.018, 0.100, -0.665, -0.287, -0.474, -0.542, 0.381, 0.359, 0.421, 0.348, 0.353, 0.269, 0.397, 0.324]}



[2]
{"formula": "C4H3I", "method": "ωB97M-V/def2-TZVPD", "relative_energy_kj_mol": 218.1, "total_charge": 0, "energy_ha": -451.731440, "lumo_ev": [-1.35, -2.35], "species": ["C", "C", "C", "C", "I", "H", "H", "H"], "positions_angstrom": [[-0.779135, -0.164307, 0.126913], [0.104756, 0.823322, 0.228302], [-1.492191, -1.270561, -0.094663], [0.975462, 1.731525, 0.192716], [3.260427, -0.281041, 0.020315], [-2.531364, -1.347463, -0.271541], [-0.958912, -2.201234, -0.256127], [1.420956, 2.709761, 0.054086]], "forces_ev_per_a": [[-0.40, -0.72, -0.24], [-0.12, 0.23, -0.26], [2.22, 1.48, 0.08], [-0.26, -1.35, -0.20], [-0.43, 0.59, 0.04], [-1.04, 0.42, 0.11], [0.23, -0.07, 0.22], [-0.20, -0.58, 0.26]], "mulliken_charge": [0.350, 0.563, -0.882, -0.801, -0.125, 0.282, 0.243, 0.370]}



[3]
{"formula": "C6H12O", "method": "ωB97M-V/def2-TZVPD", "relative_energy_kj_mol": 443.3, "total_charge": 0, "energy_ha": -310.890435, "lumo_ev": [0.78, 0.89], "species": ["C", "C", "C", "O", "C", "C", "C", "H", "H", "H", "H", "H", "H", "H", "H", "H", "H", "H", "H"], "positions_angstrom": [[2.073288, -0.869209, -0.074451], [1.419933, 0.390677, 0.389627], [-0.260992, 0.940117, -1.660064], [-0.897926, -0.207461, -1.095897], [-1.100676, 0.075996, 0.189213], [-2.249021, -0.633924, 0.765391], [0.197297, 0.408052, 1.103219], [2.996798, -0.589290, -0.583192], [1.483803, -1.524394, -0.753768], [2.338233, -1.482137, 0.799973], [1.904538, 1.331626, 0.170383], [-0.930697, 1.352650, -2.409781], [0.693133, 0.665894, -2.117201], [-0.238134, 1.656925, -0.846112], [-3.112384, -0.239823, 0.213688], [-2.312305, -0.369343, 1.820378], [-2.184980, -1.713080, 0.601262], [0.166282, -0.482949, 1.759707], [0.013808, 1.289673, 1.727626]], "forces_ev_per_a": [[0.07, 0.12, -0.02], [1.52, 0.04, -0.53], [-0.41, -0.10, -0.71], [0.38, 0.18, -0.84], [0.75, 0.36, 1.81], [-0.08, 0.36, -0.12], [-2.50, -1.08, 0.34], [0.04, -0.31, -0.04], [0.04, 0.50, 0.30], [0.00, -0.06, -0.18], [0.16, -0.04, -0.01], [-0.05, -0.06, -0.29], [-0.06, 0.23, 0.21], [0.65, 0.48, -0.40], [-0.17, -0.35, 0.33], [-0.27, -0.30, 0.02], [-0.14, -0.16, 0.21], [0.05, 0.27, 0.14], [0.00, -0.09, -0.23]], "mulliken_charge": [-1.096, -0.339, -0.682, -0.357, 0.460, -1.176, -0.751, 0.308, 0.299, 0.351, 0.479, 0.288, 0.200, 0.388, 0.309, 0.341, 0.289, 0.382, 0.308]}



[4]
{"formula": "C21H30Cl2IrN2OS5", "method": "ωB97M-V/def2-TZVPD", "multiplicity": 6, "relative_energy_kj_mol": 892.7, "total_charge": 2, "energy_ha": -4017.674528, "lumo_ev": [-4.84, -6.63], "species": ["Ir", "C", "C", "S", "C", "C", "S", "C", "C", "S", "C", "C", "S", "H", "H", "H", "H", "H", "H", "H", "H", "H", "H", "H", "H", "H", "H", "H", "H", "Cl", "C", "C", "C", "C", "C", "Cl", "C", "N", "H", "H", "H", "C", "C", "O", "H", "H", "H", "H", "H", "H", "S", "C", "N", "C", "C", "C", "C", "H", "H", "H", "H", "H"], "positions_angstrom": [[0.217612, 0.509972, -0.714437], [3.322103, 1.746970, -0.572919], [2.769525, 2.873021, 0.306627], [0.970152, 3.071462, 0.504911], [0.337646, 4.235276, -0.719380], [0.545477, 3.943405, -2.207633], [0.902065, 2.201964, -2.568443], [-0.327025, 1.680453, -3.791742], [0.046252, 0.268027, -4.219117], [0.546086, -0.832151, -2.851169], [2.371038, -0.670716, -2.949347], [3.051767, -0.907524, -1.618892], [2.502038, 0.150890, -0.244449], [4.374906, 1.614140, -0.319455], [3.259235, 1.981128, -1.633107], [3.180414, 3.825130, -0.034005], [3.117895, 2.740298, 1.331036], [0.701275, 5.234999, -0.480239], [-0.728653, 4.219379, -0.485277], [1.393317, 4.504197, -2.596879], [-0.335814, 4.245932, -2.771890], [-0.298320, 2.350123, -4.650505], [-1.308508, 1.707125, -3.321005], [0.865788, 0.265458, -4.937146], [-0.808201, -0.212021, -4.694260], [2.605639, 0.315812, -3.343774], [2.722056, -1.418802, -3.661374], [4.130345, -0.785952, -1.727104], [2.860270, -1.915490, -1.250348], [-0.470625, -5.140575, 1.823033], [0.556308, -3.802339, 2.094174], [1.477464, -3.804700, 3.114965], [2.278034, -2.735564, 3.569861], [1.959073, -1.361844, 3.661570], [0.829977, -0.687312, 3.449014], [-0.639632, -0.376266, 2.850789], [0.533097, -2.840003, 1.033608], [0.445052, -2.093946, 0.149972], [1.611756, -4.752728, 3.625123], [3.184549, -3.007124, 4.095856], [2.725455, -0.761753, 4.153001], [-0.696830, 1.167369, 5.295669], [-1.453851, 0.575117, 4.202190], [-2.206306, -1.657128, 1.596493], [-0.287317, 2.149559, 5.035893], [0.127668, 0.518595, 5.604235], [-1.374665, 1.297387, 6.140367], [0.055585, 0.739967, 0.820694], [-2.493160, 0.413163, 3.959116], [-2.936957, -2.258484, 1.434035], [-2.117945, 0.972795, -0.799703], [-2.998202, -0.517435, -0.849219], [-4.300403, -0.422477, -0.525181], [-5.183209, -1.447677, -0.598425], [-4.774547, -2.657620, -1.064801], [-3.427247, -2.804497, -1.433489], [-2.548597, -1.759899, -1.310950], [-4.616869, 0.462521, -0.150801], [-6.191146, -1.230749, -0.278778], [-5.476143, -3.473990, -1.139442], [-3.072718, -3.758953, -1.799353], [-1.504028, -1.885912, -1.538191]], "forces_ev_per_a": [[0.53, 0.64, -0.02], [0.05, -0.07, -0.05], [0.09, 0.16, -0.06], [-0.10, -0.42, -0.07], [-0.04, 0.07, -0.12], [0.01, 0.00, 0.04], [-0.24, 0.08, -0.28], [0.04, 0.12, 0.07], [-0.06, -0.11, -0.15], [0.11, 0.05, 0.19], [-0.03, -0.02, -0.12], [0.05, -0.01, 0.11], [-0.07, 0.08, 0.01], [0.00, 0.00, -0.01], [-0.04, -0.01, 0.02], [0.02, -0.02, 0.00], [-0.03, -0.03, 0.01], [0.03, -0.02, -0.01], [0.01, -0.01, 0.03], [0.01, -0.01, 0.01], [0.00, -0.02, -0.01], [0.00, 0.00, 0.00], [-0.02, 0.00, -0.03], [-0.01, 0.00, 0.00], [0.00, 0.01, 0.00], [0.00, 0.00, -0.01], [-0.01, 0.01, 0.00], [0.00, -0.03, 0.02], [0.02, -0.01, -0.01], [-0.03, -0.05, -0.01], [0.50, 0.08, 0.00], [-0.31, 0.19, -0.42], [-0.07, -0.34, 0.08], [-0.10, -0.20, 0.10], [1.04, 0.90, 0.25], [-0.97, -0.55, 0.32], [-0.55, 0.78, -0.36], [0.44, -0.76, 0.76], [-0.03, -0.02, -0.02], [0.00, -0.09, -0.03], [0.05, 0.03, -0.08], [0.03, 0.02, -0.04], [-0.17, -0.55, -0.74], [0.18, 0.36, -0.10], [0.04, -0.01, 0.01], [0.02, 0.04, 0.03], [0.00, -0.01, 0.00], [-0.25, -0.29, 0.11], [-0.11, 0.18, 0.30], [-0.18, -0.10, 0.20], [0.20, -0.04, 0.03], [0.03, 0.00, -0.07], [-0.05, -0.03, 0.04], [0.02, 0.03, 0.01], [0.02, -0.03, -0.02], [-0.01, 0.01, 0.03], [-0.05, -0.01, 0.04], [-0.01, 0.01, -0.01], [0.00, 0.00, 0.00], [0.00, 0.00, 0.01], [-0.01, 0.00, 0.00], [0.00, -0.01, 0.00]], "mulliken_charge": [0.822, -0.816, -0.884, 0.045, -0.764, -0.852, 0.093, -0.739, -0.839, -0.070, -0.816, -0.905, 0.105, 0.576, 0.399, 0.492, 0.483, 0.516, 0.360, 0.419, 0.448, 0.555, 0.270, 0.415, 0.484, 0.503, 0.583, 0.620, 0.358, -0.141, 0.313, -0.247, -0.552, -0.011, -0.655, 0.724, -0.128, -0.137, 0.425, 0.458, 0.474, -0.925, -0.378, -0.662, 0.291, 0.333, 0.336, -0.054, 0.515, 0.014, -0.647, 0.749, 0.059, -0.377, -0.591, -0.679, -0.269, 0.241, 0.425, 0.441, 0.464, 0.328]}



[5]
{"formula": "C5H8N2", "method": "ωB97M-V/def2-TZVPD", "relative_energy_kj_mol": 182.2, "total_charge": 0, "energy_ha": -304.766085, "lumo_ev": 0.80, "species": ["C", "N", "C", "C", "C", "C", "N", "H", "H", "H", "H", "H", "H", "H", "H"], "positions_angstrom": [[1.847424, 0.984655, 1.121092], [0.512661, 0.600190, 0.722361], [0.200202, 0.330576, -0.676375], [-1.084147, -0.460508, -0.572324], [-1.907684, -0.799174, -1.560682], [-1.030384, -0.920381, 0.824434], [-0.101067, -0.341558, 1.503701], [2.622291, 0.242742, 0.867489], [1.852897, 1.134832, 2.203132], [2.108513, 1.936618, 0.646000], [0.183840, 1.244987, -1.274657], [0.937461, -0.367384, -1.108270], [-1.782964, -0.381073, -2.556968], [-2.686772, -1.545259, -1.428878], [-1.672271, -1.659263, 1.289946]], "forces_ev_per_a": [[0.06, 0.05, 0.04], [0.01, 0.09, -0.01], [0.02, 0.11, -0.01], [0.35, -0.24, -0.10], [-0.02, -0.02, 0.00], [0.11, -0.07, 0.07], [-0.31, -0.07, -0.15], [-0.17, 0.02, -0.03], [-0.02, -0.06, -0.16], [-0.07, -0.18, 0.03], [-0.14, -0.14, 0.07], [0.15, 0.18, 0.04], [-0.02, -0.10, 0.16], [0.00, 0.27, 0.09], [0.05, 0.15, -0.05]], "mulliken_charge": [-0.792, 0.288, -0.398, 0.588, -1.022, -0.321, -0.743, 0.318, 0.281, 0.291, 0.350, 0.219, 0.257, 0.276, 0.410]}



[6]
{"formula": "C22H28F5N4O16PS", "method": "ωB97M-V/def2-TZVPD", "total_charge": 0, "energy_ha": -3516.638763, "lumo_ev": 0.16, "species": ["C", "N", "C", "C", "C", "N", "P", "S", "C", "O", "C", "N", "C", "N", "H", "H", "H", "H", "H", "H", "H", "H", "H", "H", "H", "H", "H", "C", "C", "O", "C", "O", "O", "F", "H", "H", "H", "C", "C", "O", "C", "O", "O", "F", "H", "H", "H", "C", "C", "O", "C", "O", "O", "F", "H", "H", "H", "C", "C", "O", "C", "O", "O", "F", "H", "H", "H", "C", "C", "O", "C", "O", "O", "F", "H", "H", "H"], "positions_angstrom": [[2.867926, -3.662902, -1.464851], [1.602783, -2.919195, -1.099398], [1.879594, -1.614151, -0.386397], [1.425096, -0.265059, -1.198787], [1.648313, 1.004196, -0.132840], [1.852421, 2.024707, 0.647048], [2.551938, 0.151495, -2.711271], [2.678344, -1.275398, -4.027413], [-0.152971, -0.210527, -1.635467], [-0.399724, -0.476112, -3.077084], [-0.683948, 1.354569, -1.378228], [-0.920255, 2.649819, -1.335201], [-1.145370, -1.211558, -0.800127], [-1.432014, -2.482100, -1.610646], [3.852577, -3.034372, -1.400060], [2.765874, -4.004006, -2.601528], [3.013285, -4.652864, -0.823676], [1.078984, -3.503855, -0.382526], [1.320190, -1.574325, 0.665147], [3.032479, -1.475466, -0.116374], [2.142167, 1.428119, -3.238554], [3.899762, 0.333448, -2.171411], [-0.336363, 0.449403, -3.504188], [-0.824098, -1.430080, 0.303580], [-2.197347, -0.653344, -0.727826], [-2.320006, -2.372498, -2.165126], [-1.497562, -3.323163, -0.962312], [-5.189896, 1.111677, 1.323915], [-4.600642, 0.246797, 0.262566], [-4.197576, -0.907428, 0.964125], [-5.058299, -1.001448, 2.016260], [-5.206897, -2.006530, 2.691240], [-5.741326, 0.166461, 2.218589], [-3.502483, 0.823591, -0.275036], [-4.437941, 1.711395, 1.847642], [-5.962550, 1.780026, 0.934420], [-5.302450, -0.031007, -0.531040], [3.332708, -1.801947, 4.884290], [3.865511, -0.940516, 3.790783], [3.151800, -1.371596, 2.654267], [1.955415, -1.813823, 3.133611], [0.970104, -2.007574, 2.441158], [1.991596, -2.006672, 4.487485], [5.179858, -1.180659, 3.584658], [3.843528, -2.768506, 4.949211], [3.382291, -1.312694, 5.860797], [3.701684, 0.131539, 3.943682], [-2.934512, 6.185946, -2.419474], [-2.357110, 6.943890, -1.273251], [-3.491311, 7.345558, -0.538993], [-4.426929, 6.384152, -0.777718], [-5.436907, 6.231483, -0.111006], [-4.091697, 5.605880, -1.851676], [-1.713668, 8.052378, -1.703250], [-3.225179, 6.834432, -3.252761], [-2.254033, 5.416706, -2.794453], [-1.694156, 6.352658, -0.632583], [-4.267551, -4.870633, 2.875622], [-3.896158, -6.225044, 3.374957], [-3.439576, -6.888899, 2.218362], [-2.935384, -5.905701, 1.421002], [-2.207024, -6.107202, 0.463527], [-3.339314, -4.664253, 1.829805], [-4.981903, -6.881298, 3.842022], [-5.284515, -4.832449, 2.471005], [-4.167464, -4.101407, 3.646119], [-3.106614, -6.222662, 4.133993], [7.081518, 3.418080, -2.248156], [5.876697, 4.224766, -1.902666], [5.000032, 3.985832, -2.980280], [5.316969, 2.737475, -3.425060], [4.606366, 2.071793, -4.159756], [6.525881, 2.318405, -2.940928], [6.170689, 5.544079, -1.877316], [7.773177, 3.951336, -2.908940], [7.628621, 3.086901, -1.361369], [5.394548, 3.931933, -0.963890]], "forces_ev_per_a": [[0.51, -1.43, -1.27], [1.06, 0.38, 2.30], [0.36, 0.47, 1.14], [-0.06, 1.74, 1.51], [1.57, 6.48, 4.94], [-1.69, -9.34, -6.99], [0.78, -1.08, -0.25], [-0.16, 0.39, 0.19], [-1.37, 0.66, -0.10], [0.67, 2.90, 1.78], [-1.00, 9.42, -0.11], [2.02, -12.27, -0.49], [-2.27, 0.12, -0.31], [-0.31, 0.23, 1.52], [-2.01, -0.98, 0.01], [0.34, 0.72, 2.46], [-0.32, 2.12, -1.20], [0.89, 0.96, -1.42], [1.26, 0.00, -2.75], [-2.32, -0.23, -0.72], [0.11, -0.49, 0.75], [-1.37, 0.40, 0.15], [-0.11, -2.20, 0.67], [-0.27, 0.44, -2.29], [2.84, -0.97, -0.03], [1.39, -0.22, 1.10], [-0.08, 1.60, -1.26], [-0.48, 1.27, 0.10], [0.50, 0.22, -0.53], [-0.84, -0.06, 0.48], [-0.50, -2.16, 1.93], [0.36, 2.33, -1.50], [0.43, -1.25, -0.07], [-0.12, 0.21, -0.21], [0.09, -0.14, -0.24], [0.02, -0.20, 0.18], [0.20, 0.04, -0.05], [0.26, -0.25, 1.26], [0.88, 0.21, -0.22], [-0.94, -0.05, 0.51], [-2.24, -0.63, -1.18], [1.98, 0.23, 2.02], [-0.36, 0.21, -1.28], [0.18, 0.16, -0.08], [0.11, 0.19, -0.18], [-0.21, -0.09, -0.17], [0.16, -0.08, -0.12], [0.44, -0.62, -1.12], [0.55, 0.60, 0.04], [-0.34, -0.86, -0.09], [-2.75, -0.53, 1.44], [2.35, 0.34, -1.61], [-0.41, 0.47, 0.98], [0.25, 0.18, 0.07], [0.13, 0.15, 0.22], [-0.24, -0.02, 0.16], [0.04, 0.18, -0.07], [-0.56, 1.08, 0.60], [-0.44, -0.49, 0.30], [0.53, 0.69, -0.20], [1.67, -0.11, -2.52], [-1.69, 0.52, 2.16], [0.60, -1.00, -0.48], [-0.06, -0.22, 0.26], [0.10, -0.19, 0.17], [0.05, -0.06, -0.33], [-0.16, -0.15, 0.02], [1.20, -0.22, 0.43], [-0.11, 0.86, 0.20], [0.22, -0.93, 0.09], [-1.51, -1.79, -2.03], [1.69, 1.58, 1.73], [-1.07, 0.10, -0.39], [-0.08, 0.21, 0.17], [-0.22, 0.15, 0.10], [-0.14, -0.13, -0.20], [0.00, 0.20, -0.06]], "mulliken_charge": [-0.731, -0.114, -0.361, 1.249, -0.135, -0.667, 0.138, -0.368, 0.790, -0.582, -0.044, -0.578, 0.113, -0.543, 0.235, 0.243, 0.268, 0.292, -0.237, 0.451, 0.212, 0.059, 0.512, 0.162, -0.427, 0.251, 0.161, -0.410, 0.233, -0.138, 0.472, -0.502, -0.318, -0.316, 0.286, 0.293, 0.294, -0.507, 0.270, -0.225, 0.537, -0.570, -0.346, -0.282, 0.293, 0.274, 0.321, -0.391, 0.332, -0.292, 0.655, -0.547, -0.300, -0.286, 0.272, 0.260, 0.294, -0.466, 0.357, -0.315, 0.595, -0.544, -0.176, -0.294, 0.281, 0.273, 0.276, -0.426, 0.303, -0.271, 0.678, -0.539, -0.289, -0.286, 0.287, 0.267, 0.287]}



[7]
{"formula": "C2H2N2O", "method": "ωB97M-V/def2-TZVPD", "relative_energy_kj_mol": 180.0, "total_charge": 0, "energy_ha": -262.095372, "lumo_ev": 0.79, "species": ["C", "C", "N", "N", "O", "H", "H"], "positions_angstrom": [[-1.505045, 0.192168, 0.023692], [1.701979, 0.406146, 0.006709], [-1.513664, 1.343585, 0.088272], [0.955147, -0.414771, 0.189849], [-1.435130, -1.108394, 0.046255], [-0.624670, -1.560642, -0.171185], [2.421386, 1.141908, -0.183593]], "forces_ev_per_a": [[0.97, -1.19, 0.15], [1.16, 1.02, -0.27], [-0.38, -0.17, -0.18], [-0.38, -1.71, 0.34], [-2.88, 0.61, 0.15], [1.02, 0.74, -0.10], [0.50, 0.70, -0.10]], "mulliken_charge": [0.552, 0.011, -0.418, -0.410, -0.505, 0.460, 0.310]}



Going through the records in order, we get molecular weight values of 90.10; 177.97; 100.16; 749.94; 96.13; 762.51; 70.05 g mol⁻¹.